1.
Here is C22H20AuF9N6O2 as an isolated structure from the OMol25 dataset. Energies are from ωB97M-V/def2-TZVPD.

HOMO (spin up / spin down): -14.1 / -14.1 eV
Largest force on an atom: 0.22 eV/Å
Energy: -64308.3882 eV
Orbital gap (spin up / spin down): 6.357 / 4.446 eV

```
! wB97M-V def2-TZVPD RIJCOSX def2/J DEFGRID3
* xyz 2 3
Au 0.596 -0.495 -0.110
N -3.699 -2.322 0.197
C -2.605 -1.765 -0.305
N -1.522 -1.560 0.410
C -1.521 -1.932 1.701
N -0.394 -1.789 2.477
N 0.633 -1.301 1.834
C 1.751 -1.173 2.521
C 2.924 -0.688 1.857
C 4.143 -0.624 2.522
C 5.265 -0.199 1.813
C 5.117 0.147 0.488
C 3.847 0.073 -0.112
N 2.792 -0.333 0.554
C -2.661 -2.501 2.326
C -2.716 -2.876 3.688
C -3.863 -3.426 4.185
C -4.986 -3.628 3.351
C -4.967 -3.277 2.025
C -3.799 -2.708 1.514
H -4.495 -2.462 -0.417
H -2.622 -1.465 -1.345
H 1.766 -1.454 3.568
H 4.210 -0.908 3.563
H 6.231 -0.145 2.295
H 5.961 0.478 -0.101
H 3.695 0.356 -1.145
H -1.851 -2.719 4.314
H -3.919 -3.714 5.225
H -5.881 -4.068 3.769
H -5.829 -3.431 1.391
C 1.891 3.359 -0.202
N 0.454 3.553 -0.328
C -0.054 4.667 -1.125
C -0.353 2.654 0.236
C -1.839 2.816 0.064
O 0.108 1.698 0.896
H 2.400 4.220 -0.625
H 2.191 2.460 -0.745
H 2.167 3.254 0.847
H 0.771 5.338 -1.348
H -0.809 5.227 -0.576
H -0.476 4.319 -2.069
H -2.202 3.649 0.668
H -2.325 1.906 0.405
H -2.109 3.011 -0.972
F -0.558 2.003 -3.884
C 0.619 1.377 -4.010
F 0.803 1.072 -5.291
F 1.570 2.230 -3.632
C 0.639 0.107 -3.102
O 0.703 0.569 -1.823
C -0.659 -0.717 -3.333
F -0.963 -0.923 -4.599
F -0.552 -1.921 -2.720
F -1.704 -0.106 -2.739
C 1.878 -0.774 -3.455
F 2.983 -0.025 -3.537
F 2.092 -1.668 -2.465
F 1.732 -1.445 -4.587
*
```


2.
Here is C22H20BBrGaN2O6S3 as an isolated structure from the OMol25 dataset. Energies are from ωB97M-V/def2-TZVPD.

HOMO: -5.5 eV
Largest force on an atom: 0.49 eV/Å
Energy: -194009.7359 eV
Orbital gap: 7.553 eV

```
! wB97M-V def2-TZVPD RIJCOSX def2/J DEFGRID3
* xyz -1 1
Ga 1.128 0.279 1.354
C 0.830 -5.171 1.809
C -0.210 -4.224 1.286
C -1.567 -4.393 1.517
C -2.470 -3.438 1.079
C -1.951 -2.335 0.422
Br -3.151 -0.981 -0.178
N -0.675 -2.141 0.181
C 0.174 -3.076 0.605
H 0.376 -6.076 2.214
H 1.402 -4.685 2.602
H 1.534 -5.458 1.027
H -1.921 -5.266 2.053
H -3.533 -3.532 1.247
H 1.223 -2.885 0.409
N 2.634 3.014 0.820
H 3.500 2.523 1.008
H 2.159 3.097 1.711
H 2.850 3.947 0.493
O 3.657 0.181 -0.395
B 2.353 -0.294 -0.226
O 2.066 -1.207 -1.255
C 3.189 -1.280 -2.029
C 3.416 -2.034 -3.158
C 4.672 -1.913 -3.752
C 5.643 -1.068 -3.225
C 5.400 -0.309 -2.081
C 4.158 -0.436 -1.503
H 2.652 -2.687 -3.557
H 4.895 -2.488 -4.641
H 6.608 -1.000 -3.711
H 6.148 0.347 -1.657
O 2.515 0.901 2.689
S 2.678 -0.371 3.506
O 3.649 -1.254 2.902
O 2.860 -0.084 4.904
S 0.767 -1.161 3.136
C -8.584 5.737 -0.069
C -7.294 4.973 0.114
O -7.250 3.809 0.400
S -5.855 6.008 -0.087
C -4.536 4.870 0.236
C -3.837 4.959 1.434
C -2.775 4.105 1.680
C -2.399 3.149 0.734
C -3.119 3.064 -0.463
C -4.174 3.922 -0.713
C -1.300 2.268 0.976
C -0.367 1.523 1.179
H -9.302 5.099 -0.580
H -8.436 6.663 -0.622
H -8.979 5.978 0.919
H -4.127 5.695 2.172
H -2.228 4.167 2.610
H -2.833 2.317 -1.192
H -4.725 3.855 -1.642
*
```


3.
Here is C22H20Cl2F3N5O5OsS as an isolated structure from the OMol25 dataset. Energies are from ωB97M-V/def2-TZVPD.

HOMO (spin up / spin down): -14.0 / -14.8 eV
Largest force on an atom: 0.62 eV/Å
Energy: -87313.1483 eV
Orbital gap (spin up / spin down): 7.979 / 6.611 eV

```
! wB97M-V def2-TZVPD RIJCOSX def2/J DEFGRID3
* xyz 2 5
Os 0.263 0.339 0.250
Cl 5.027 -0.580 0.913
C 4.069 -1.600 -0.044
C 4.636 -2.632 -0.768
C 3.844 -3.460 -1.548
Cl 4.586 -4.698 -2.436
C 2.416 -3.292 -1.618
C 1.561 -4.100 -2.383
C 0.214 -3.833 -2.376
C -0.264 -2.770 -1.605
N 0.520 -2.006 -0.868
C 1.838 -2.252 -0.885
C 2.661 -1.358 -0.098
O 2.145 -0.388 0.534
H 5.705 -2.788 -0.731
H 1.963 -4.914 -2.970
H -0.476 -4.426 -2.958
H -1.321 -2.532 -1.606
C 0.178 4.074 2.980
C 0.083 3.348 1.672
O 0.695 2.279 1.481
N -0.682 3.889 0.719
C -0.746 3.378 -0.642
C -1.805 2.319 -0.851
C -2.945 2.618 -1.571
C -3.935 1.667 -1.742
C -3.750 0.408 -1.200
C -2.593 0.162 -0.498
N -1.629 1.090 -0.305
H 0.919 3.588 3.606
H -0.789 4.058 3.484
H 0.459 5.115 2.825
H -1.138 4.765 0.919
H 0.234 3.012 -0.943
H -0.976 4.217 -1.294
H -3.054 3.606 -1.996
H -4.839 1.912 -2.283
H -4.490 -0.371 -1.311
H -2.404 -0.813 -0.065
F 1.317 0.290 -5.250
C 1.696 0.330 -3.989
F 2.723 1.151 -3.842
F 2.062 -0.897 -3.597
S 0.281 0.883 -2.950
O -0.719 -0.140 -3.043
O -0.022 2.227 -3.315
O 0.948 0.812 -1.578
C -2.554 -1.184 4.802
N -1.440 -0.973 3.878
C -0.118 -1.258 4.136
C 0.576 -0.910 3.026
N -0.314 -0.419 2.087
C -1.519 -0.469 2.649
H -2.408 -0.581 5.695
H -2.607 -2.236 5.073
H -3.479 -0.891 4.314
H 0.203 -1.674 5.074
H 1.633 -0.960 2.837
H -2.441 -0.135 2.205
*
```


4.
Here is a 10-piece molecular cluster, C22H20Cl36F4IN2O6P2S overall from the OMol25 dataset. Energies are from ωB97M-V/def2-TZVPD.

HOMO: -11.1 eV
Largest force on an atom: 7.65 eV/Å
Energy: -537572.1614 eV
Orbital gap: 7.114 eV

```
! wB97M-V def2-TZVPD RIJCOSX def2/J DEFGRID3
* xyz 1 1
C 4.761 1.705 2.750
C 3.516 1.373 2.429
C 1.974 0.908 2.158
F 1.211 1.861 2.988
O 1.779 -0.373 2.737
C 1.734 -1.517 1.866
P 3.370 -2.519 1.954
O 3.213 -4.112 1.266
O 3.565 -2.841 3.664
S 4.967 -1.579 1.436
C 1.093 -1.334 0.402
I 2.467 -1.902 -1.264
C -0.089 -2.487 0.214
O 0.530 -3.768 -0.161
C -0.240 -4.895 0.294
F 0.270 -5.272 1.589
F -1.659 -4.726 0.231
F 0.070 -6.004 -0.607
N 0.618 0.050 0.058
P -1.058 0.479 0.300
C -2.081 -0.216 1.651
C -1.428 -0.555 3.084
C -1.695 1.985 -0.617
C -3.193 2.459 -0.194
C 1.502 1.164 0.650
C 2.713 1.597 -0.372
O 3.063 3.030 -0.217
N 4.313 3.093 -0.815
O 5.042 3.579 0.010
H 5.582 2.231 3.384
H 0.994 -2.249 2.415
H 3.352 -4.784 1.998
H 2.660 -3.083 3.987
H -0.808 -2.215 -0.660
H -0.726 -2.598 1.164
H 0.795 0.148 -0.978
H -2.598 -1.203 1.291
H -2.978 0.503 1.869
H -1.020 -1.649 3.108
H -2.315 -0.569 3.846
H -0.687 0.219 3.494
H -0.992 2.917 -0.544
H -1.754 1.725 -1.750
H -3.461 3.326 -0.931
H -3.996 1.646 -0.363
H -3.244 2.937 0.864
H 0.804 2.102 0.646
H 3.643 0.906 -0.268
H 2.392 1.498 -1.492
C -7.474 0.561 0.279
Cl -8.402 -0.943 0.086
Cl -8.216 1.559 1.548
Cl -5.799 0.174 0.734
Cl -7.475 1.459 -1.257
C -7.415 5.672 0.455
Cl -8.703 5.397 1.650
Cl -6.159 4.426 0.636
Cl -8.096 5.586 -1.184
Cl -6.696 7.277 0.716
C -3.163 -4.138 4.012
Cl -2.703 -2.870 5.171
Cl -4.382 -3.499 2.886
Cl -1.727 -4.658 3.098
Cl -3.837 -5.526 4.892
C -5.560 5.775 -4.180
Cl -5.127 7.055 -3.026
Cl -6.744 6.409 -5.344
Cl -4.104 5.224 -5.055
Cl -6.267 4.404 -3.298
C -0.969 7.044 -2.137
Cl -0.901 6.074 -0.647
Cl 0.626 7.034 -2.924
Cl -2.179 6.350 -3.241
Cl -1.424 8.716 -1.736
C 3.016 10.707 -3.262
Cl 1.738 10.460 -2.051
Cl 4.243 9.430 -3.097
Cl 2.307 10.641 -4.891
Cl 3.774 12.294 -3.008
C 2.788 -7.102 -2.891
Cl 3.251 -8.784 -2.550
Cl 3.919 -6.404 -4.072
Cl 1.139 -7.064 -3.554
Cl 2.846 -6.155 -1.387
C 4.003 -9.916 1.499
Cl 3.433 -8.237 1.363
Cl 4.335 -10.294 3.204
Cl 2.753 -11.017 0.880
Cl 5.492 -10.115 0.548
C 7.578 -4.799 -3.485
Cl 6.294 -5.077 -2.287
Cl 8.840 -6.036 -3.299
Cl 6.891 -4.895 -5.123
Cl 8.285 -3.187 -3.233
*
```


5.
Here is C22H20Cl5N3Ni as an isolated structure from the OMol25 dataset. Energies are from ωB97M-V/def2-TZVPD.

HOMO (spin up / spin down): -7.0 / -7.0 eV
Largest force on an atom: 1.69 eV/Å
Energy: -131264.3723 eV
Orbital gap (spin up / spin down): 7.326 / 7.325 eV

```
! wB97M-V def2-TZVPD RIJCOSX def2/J DEFGRID3
* xyz 0 1
Ni 0.280 -0.355 0.163
C -0.987 -2.783 -1.072
N -1.346 -1.561 -0.345
C -2.073 -1.921 0.895
C -2.204 -0.650 -1.105
C -3.081 -1.059 -2.085
C -3.901 -0.124 -2.714
C -3.822 1.207 -2.335
C -2.936 1.625 -1.350
C -2.103 0.698 -0.720
N -1.100 0.945 0.179
C -0.828 2.124 0.827
C -1.741 3.081 1.274
C -1.302 4.161 2.028
C 0.038 4.310 2.350
C 0.961 3.373 1.891
C 0.530 2.305 1.131
N 1.432 1.318 0.533
C 2.642 1.083 1.331
C 1.817 1.788 -0.818
H -1.861 -3.418 -1.247
H -0.268 -3.345 -0.479
H -0.530 -2.520 -2.025
H -1.451 -2.557 1.518
H -2.992 -2.457 0.636
H -2.323 -1.013 1.437
H -3.138 -2.101 -2.372
H -4.587 -0.438 -3.489
H -4.448 1.942 -2.825
H -2.860 2.673 -1.095
H -2.794 2.951 1.063
H -2.023 4.886 2.383
H 0.370 5.144 2.953
H 2.009 3.497 2.126
H 3.269 1.977 1.383
H 3.220 0.289 0.863
H 2.364 0.780 2.338
H 2.340 2.747 -0.745
H 0.921 1.910 -1.422
H 2.465 1.050 -1.284
Cl 2.178 -1.439 -2.815
C 2.505 -2.089 -1.228
C 1.746 -1.640 -0.166
C 2.005 -2.264 1.045
Cl 0.976 -1.711 2.362
C 2.949 -3.253 1.257
Cl 3.171 -3.966 2.804
C 3.710 -3.655 0.158
Cl 4.900 -4.883 0.346
C 3.486 -3.074 -1.090
Cl 4.411 -3.587 -2.447
*
```


6.
Here is one molecule with the formula C22H20ClN3O2S from the OMol25 dataset. Energies are from ωB97M-V/def2-TZVPD.

HOMO: -7.5 eV
Largest force on an atom: 0.76 eV/Å
Energy: -55062.4973 eV
SMILES: O=C(Nc1ccc(N2CCN(C(=O)c3ccc(Cl)cc3)CC2)cc1)c1cccs1
Orbital gap: 7.799 eV

```
! wB97M-V def2-TZVPD RIJCOSX def2/J DEFGRID3
* xyz 0 1
O -5.768 -1.376 -0.297
C -5.695 -0.178 -0.100
N -4.541 0.547 -0.101
C -3.232 0.111 -0.323
C -2.211 1.055 -0.286
C -0.896 0.690 -0.491
C -0.548 -0.639 -0.751
C -1.589 -1.574 -0.801
C -2.901 -1.215 -0.586
H -3.680 -1.958 -0.633
H -1.374 -2.605 -1.035
N 0.754 -1.041 -1.033
C 1.280 -2.250 -0.433
H 0.485 -2.973 -0.266
C 1.965 -1.934 0.905
N 3.000 -0.941 0.699
C 4.293 -1.246 0.947
O 4.633 -2.306 1.439
C 5.305 -0.196 0.591
C 5.684 0.001 -0.733
C 6.677 0.908 -1.050
C 7.295 1.622 -0.035
C 6.937 1.428 1.290
C 5.947 0.513 1.598
H 5.670 0.344 2.627
H 7.434 1.983 2.070
Cl 8.532 2.763 -0.427
H 6.974 1.061 -2.076
H 5.207 -0.566 -1.519
C 2.508 0.278 0.103
H 3.329 0.974 -0.064
C 1.804 -0.069 -1.221
H 1.407 0.826 -1.698
H 2.542 -0.514 -1.899
H 1.787 0.735 0.792
H 2.436 -2.824 1.324
H 1.224 -1.543 1.612
H 2.013 -2.686 -1.120
H -0.143 1.462 -0.440
H -2.447 2.091 -0.085
H -4.624 1.540 0.075
C -6.906 0.617 0.166
C -8.178 0.115 0.209
C -9.153 1.094 0.482
C -8.617 2.332 0.644
S -6.912 2.330 0.469
H -9.118 3.256 0.859
H -10.205 0.888 0.554
H -8.386 -0.927 0.047
*
```